Entry 1:
{
  "formula": "C21H26O3",
  "method": "wB97M-V/def2-TZVPD",
  "elements": ["C", "C", "C", "C", "C", "C", "C", "C", "C", "H", "O", "C", "H", "H", "H", "O", "C", "C", "C", "H", "O", "C", "C", "C", "C", "C", "C", "H", "C", "H", "H", "H", "C", "H", "H", "H", "H", "H", "H", "H", "H", "H", "H", "H", "H", "H", "H", "H", "H", "H"],
  "positions_angstrom": [[-3.74905, -0.99147, 2.18314], [-4.68745, -0.04253, 1.61632], [-4.34109, 1.24279, 1.04604], [-2.72829, 1.53810, 0.93392], [-1.91339, 2.15701, 1.93747], [-0.46562, 2.13519, 1.90505], [0.24080, 1.84938, 0.80789], [-0.68281, 1.40829, -0.57315], [-2.01704, 1.22744, -0.38161], [-2.67679, 0.91729, -1.07618], [-0.04545, 0.92732, -1.72769], [-0.75551, 0.56383, -2.87319], [-1.29076, -0.11016, -2.47650], [-1.60416, 1.25096, -3.04994], [-0.10656, 0.51616, -3.63129], [1.53908, 1.99324, 0.78772], [2.29705, 2.02731, -0.33161], [3.77494, 1.70912, 0.12389], [3.74995, 0.33056, 0.72342], [3.30872, 0.29220, 1.77687], [3.63807, -0.70254, -0.10886], [2.43742, -1.38390, -0.05242], [1.31854, -1.21106, 0.84495], [0.15919, -1.76238, 0.72789], [-0.29493, -2.36463, -0.83287], [0.70442, -2.48394, -1.50624], [2.07440, -1.75886, -1.21036], [2.74113, -2.15234, -2.10085], [0.63205, -3.27463, -2.68195], [-0.25897, -2.75076, -3.27863], [1.38345, -3.38164, -3.46353], [0.20562, -4.18023, -2.65649], [-1.62018, -2.93857, -0.74640], [-1.49770, -3.86987, -0.68809], [-1.93847, -2.57286, -1.70892], [-2.35215, -2.73388, -0.02415], [-0.73500, -1.43491, 1.21742], [1.54378, -0.69563, 1.99468], [4.94400, 0.21668, 1.08094], [4.07892, 2.34594, 0.71326], [4.34471, 1.72453, -0.63280], [2.14045, 0.85865, -0.92177], [2.32477, 2.82239, -1.04236], [0.15071, 2.53689, 2.72635], [-2.29962, 2.10668, 2.83141], [-4.70938, 2.11726, 1.80799], [-4.69059, 1.52613, 0.19873], [-5.68228, -0.16718, 1.62920], [-4.12061, -1.94934, 2.33249], [-2.54548, -0.85875, 2.17507]],
  "forces_ev_per_a": [[-0.2, 4.6, -3.1], [6.8, -3.1, 1.9], [5.8, 2.8, 7.3], [1.9, 1.1, -0.7], [0.7, -3.4, -5.5], [-0.8, 1.2, 0.2], [-3.9, -1.0, -5.2], [2.2, -0.9, 2.0], [0.1, 2.0, 4.9], [-1.6, -1.2, -2.8], [1.7, 2.6, 2.6], [-1.1, 5.9, 1.9], [-3.7, -7.0, 1.2], [0.7, 0.8, -0.6], [2.1, -0.9, -2.9], [0.4, 1.0, 1.5], [3.2, -6.3, -2.6], [-9.2, -5.7, -0.9], [6.3, 1.9, 5.2], [-0.2, -0.2, -1.8], [-1.1, -2.0, 0.2], [-0.3, 3.1, 1.0], [4.0, 2.1, 6.2], [-3.9, -0.7, -5.6], [-4.4, 3.3, 13.8], [10.1, 0.9, -3.8], [-2.8, -7.0, -7.4], [-0.7, 1.9, 2.0], [-1.7, 2.9, -5.5], [1.6, -0.8, 0.5], [0.7, 0.6, 0.5], [-1.3, -3.7, 1.1], [-0.4, 5.9, -2.9], [0.5, -7.9, -0.3], [-1.5, -0.8, -0.8], [-0.4, 1.4, 1.4], [0.0, -0.2, 1.0], [-0.6, -1.3, -3.5], [-2.5, 0.4, -0.5], [3.0, 6.4, 6.5], [4.2, -0.1, -6.0], [-0.2, 4.0, 0.9], [-1.1, 0.9, -0.2], [-0.6, -0.3, -0.1], [-2.3, 0.8, 4.9], [0.6, -1.9, -1.6], [-2.8, 1.2, -5.7], [-3.5, -1.4, 0.2], [-0.6, -1.6, 0.9], [-3.3, 0.0, 0.0]],
  "lowdin_charge": [0.047, -0.143, -0.156, -0.123, -0.041, -0.034, -0.180, -0.065, 0.005, 0.062, -0.129, -0.043, 0.006, 0.115, 0.075, -0.036, -0.147, -0.101, -0.279, 0.134, -0.034, -0.294, -0.078, 0.041, -0.211, -0.310, 0.055, 0.162, -0.052, 0.136, 0.087, 0.038, -0.018, 0.020, 0.096, 0.070, 0.063, 0.188, 0.172, 0.034, 0.057, 0.193, 0.120, 0.129, 0.038, 0.170, 0.026, 0.045, 0.000, 0.092],
  "molar_mass_g_mol": 326.4,
  "lumo_energy_ev": 0.74,
  "max_force_ha_per_bohr": 0.288,
  "total_energy_ev": -28325.1620,
  "homo_ev": -7.66,
  "relative_energy_kj_mol": 1558.47,
  "smiles": "C=CCc1ccc(OCCCOc2ccc(C)c(C)c2)c(OC)c1"
}

=====

Entry 2:
{
  "formula": "C21H26O4S",
  "method": "wB97M-V/def2-TZVPD",
  "elements": ["C", "C", "C", "C", "C", "C", "C", "C", "C", "C", "C", "H", "H", "H", "H", "H", "H", "H", "H", "H", "H", "H", "H", "H", "H", "H", "C", "C", "O", "C", "C", "S", "C", "C", "C", "C", "C", "C", "O", "O", "O", "H", "H", "H", "H", "H", "H", "H", "H", "H", "H", "H"],
  "positions_angstrom": [[-0.83303, 0.51166, -2.01540], [0.40591, 1.20748, -1.70236], [1.68136, 0.95174, -2.21942], [2.56647, 2.06255, -2.46200], [2.01301, 3.44913, -2.51850], [3.91883, 1.82617, -2.68120], [4.42585, 0.51734, -2.76379], [5.89768, 0.27684, -2.89857], [3.53721, -0.56391, -2.70447], [2.17608, -0.37677, -2.49309], [1.26467, -1.56618, -2.51333], [-1.66627, 1.22226, -1.90917], [-0.85313, 0.07724, -3.02171], [-1.01698, -0.29570, -1.28952], [0.29303, 2.06599, -1.02686], [2.81464, 4.18948, -2.51642], [1.42697, 3.61345, -3.42987], [1.35903, 3.66013, -1.67268], [4.61809, 2.66993, -2.76503], [6.09613, -0.79745, -2.94960], [6.28349, 0.74620, -3.81045], [6.45725, 0.69228, -2.05034], [3.93931, -1.58018, -2.79267], [1.84512, -2.49687, -2.58830], [0.66840, -1.63485, -1.59386], [0.57599, -1.54626, -3.37376], [-5.36866, -1.59709, -0.72914], [-4.61781, -0.37176, -0.27480], [-3.28611, -0.78893, 0.04099], [-2.58815, 0.29898, 0.51106], [-1.29061, -0.13520, 0.98263], [-0.60160, 0.56783, 2.38731], [-0.91869, -0.49795, 3.82736], [-1.92405, -0.16885, 4.75371], [-1.98637, -0.82421, 5.98603], [-1.07429, -1.83325, 6.29949], [-0.16235, -2.25621, 5.32788], [-0.08610, -1.59111, 4.09570], [0.83128, 0.56185, 2.16317], [-1.26779, 1.77453, 2.80183], [-3.05635, 1.43330, 0.48452], [-6.33521, -1.30873, -1.15178], [-4.79677, -2.13089, -1.49764], [-5.54640, -2.26562, 0.11892], [-4.59949, 0.39272, -1.06615], [-5.06867, 0.06057, 0.62995], [-0.89720, -1.08789, 0.64076], [-2.64117, 0.62228, 4.52603], [-2.72867, -0.50676, 6.72319], [-1.05637, -2.25936, 7.30167], [0.53056, -3.07258, 5.53654], [0.64196, -1.89737, 3.34312]],
  "forces_ev_per_a": [[-0.6, -0.2, -0.5], [0.0, 0.1, -0.1], [0.6, 0.0, -0.5], [0.6, -0.2, 0.6], [0.2, 0.3, 0.1], [-0.2, 0.1, -0.1], [-0.3, 0.2, 0.4], [0.1, -0.2, -0.1], [-0.2, 0.1, 0.1], [-0.2, 0.0, -0.2], [0.0, -0.6, 0.2], [0.2, -0.3, 0.2], [0.2, 0.1, 0.2], [0.0, 0.3, -0.1], [0.1, -0.2, -0.4], [0.0, -0.1, 0.0], [0.1, -0.2, 0.1], [0.0, 0.0, 0.0], [-0.4, -0.3, -0.1], [0.1, 0.2, 0.0], [0.0, 0.0, 0.1], [-0.2, 0.0, -0.2], [-0.3, 0.4, 0.0], [-0.1, 0.3, 0.0], [0.1, 0.0, -0.2], [0.2, 0.1, 0.3], [-0.1, -0.2, 0.0], [-0.4, -0.3, -0.4], [-0.7, 0.9, -0.4], [1.4, 0.1, 1.2], [-0.5, 1.1, 0.5], [-0.6, -0.8, -0.8], [0.1, -0.5, 0.4], [0.2, 0.1, -0.2], [0.1, 0.1, -0.1], [0.1, 0.1, -0.3], [0.0, 0.3, -0.2], [-0.2, 0.1, 0.2], [0.3, -0.1, 0.5], [0.1, 0.4, -0.4], [0.2, -0.8, -0.1], [0.1, -0.1, 0.1], [-0.1, 0.1, 0.1], [0.0, 0.0, -0.2], [0.0, -0.1, 0.3], [0.1, 0.0, -0.4], [-0.1, 0.0, 0.5], [0.4, -0.1, 0.0], [0.2, -0.1, -0.3], [-0.1, -0.1, -0.3], [-0.2, 0.2, 0.0], [-0.1, 0.1, 0.3]],
  "lowdin_charge": [-0.047, 0.096, -0.107, -0.169, -0.023, 0.017, -0.218, -0.031, 0.013, -0.146, -0.024, 0.116, 0.100, 0.075, 0.146, 0.088, 0.105, 0.088, 0.134, 0.082, 0.095, 0.100, 0.128, 0.091, 0.092, 0.099, -0.083, -0.264, -0.049, -0.615, -0.220, 0.613, -0.255, -0.060, -0.091, -0.102, -0.092, -0.074, -0.370, -0.326, 0.028, 0.073, 0.075, 0.077, 0.121, 0.129, 0.068, 0.113, 0.102, 0.097, 0.098, 0.108],
  "molar_mass_g_mol": 374.5,
  "lumo_energy_ev": -2.80,
  "max_force_ha_per_bohr": 0.035,
  "total_energy_ev": -41219.8796,
  "homo_ev": -6.62,
  "relative_energy_kj_mol": 347.43
}

=====

Entry 3:
{
  "formula": "C21H27AlIN2",
  "method": "wB97M-V/def2-TZVPD",
  "elements": ["C", "C", "C", "I", "Al", "C", "C", "C", "C", "C", "C", "C", "C", "H", "H", "H", "H", "H", "H", "H", "H", "H", "H", "H", "H", "H", "H", "H", "H", "H", "N", "C", "C", "C", "C", "C", "H", "H", "H", "H", "H", "N", "C", "C", "C", "C", "C", "H", "H", "H", "H", "H"],
  "positions_angstrom": [[1.22628, -1.69767, 1.74977], [1.91485, -0.63573, 0.87764], [1.16350, 0.71976, 0.83995], [-0.33993, 0.78033, -0.73085], [0.33723, 1.29631, 2.62575], [-1.29335, 0.21492, 3.20757], [-2.60575, 0.53757, 2.50717], [-2.95776, 1.84216, 2.21250], [-4.17144, 2.10040, 1.60377], [-5.01905, 1.06828, 1.29093], [-4.67655, -0.23305, 1.59606], [-5.69148, -1.32426, 1.25431], [-3.46521, -0.50684, 2.19604], [0.17376, -1.77539, 1.44207], [1.67286, -2.69294, 1.61615], [1.22384, -1.43688, 2.81360], [2.91684, -0.47488, 1.29593], [1.94861, -1.03830, -0.14167], [1.91123, 1.47685, 0.56951], [1.49347, 1.02012, 3.74132], [0.01330, 2.87668, 2.67123], [-1.10887, -0.86608, 3.17290], [-1.44651, 0.45500, 4.27590], [-2.25593, 2.62158, 2.49457], [-4.41316, 3.13936, 1.38542], [-5.97688, 1.29844, 0.82576], [-6.68187, -0.96810, 1.55490], [-5.65260, -1.54806, 0.18406], [-5.43018, -2.21061, 1.84401], [-3.20729, -1.54148, 2.41324], [4.07825, -2.73183, -0.45766], [5.23736, -2.09475, -0.30616], [6.35005, -2.65220, 0.30652], [6.25125, -3.94501, 0.79361], [5.05296, -4.62400, 0.64833], [4.00298, -3.97379, 0.01638], [5.26640, -1.08373, -0.69884], [7.26760, -2.08686, 0.39956], [7.09630, -4.41663, 1.28036], [4.93310, -5.63431, 1.01600], [3.04633, -4.46676, -0.12184], [-1.74884, 1.99238, -4.81053], [-1.76681, 2.63435, -5.97878], [-0.91978, 3.68465, -6.29560], [-0.00134, 4.09597, -5.34199], [0.03315, 3.44411, -4.12143], [-0.85656, 2.40126, -3.90505], [-2.50372, 2.28055, -6.69316], [-0.97853, 4.16709, -7.26256], [0.67828, 4.91410, -5.54899], [0.73362, 3.73353, -3.34965], [-0.85404, 1.86436, -2.95804]],
  "forces_ev_per_a": [[-0.4, 0.0, -0.3], [-1.0, -0.2, 0.0], [0.6, -0.1, 0.9], [0.3, -0.3, 0.4], [0.1, -0.2, 0.3], [-0.4, 0.5, -0.1], [1.4, -0.9, 0.8], [0.0, 0.1, 0.2], [0.6, 0.9, 0.1], [-0.7, 0.5, -0.3], [-0.9, -0.7, -0.5], [0.8, 0.4, 0.6], [-0.4, 0.0, -0.3], [0.2, -0.1, 0.1], [0.1, 0.2, 0.1], [0.1, 0.0, -0.2], [0.0, 0.1, -0.4], [0.6, 0.0, 0.2], [-0.4, 0.0, -0.3], [0.2, -0.1, 0.0], [-0.1, 0.1, -0.2], [-0.1, 0.1, 0.0], [0.2, 0.0, -0.2], [-0.2, 0.1, -0.2], [-0.2, -0.2, -0.1], [0.1, -0.2, 0.0], [0.0, -0.3, -0.2], [-0.2, -0.1, 0.2], [-0.3, -0.1, -0.3], [0.1, 0.2, 0.1], [0.2, -0.2, 0.0], [-0.1, 0.1, -0.1], [0.0, 0.0, 0.0], [0.1, 0.0, 0.0], [0.0, 0.0, 0.0], [-0.1, 0.1, -0.1], [0.0, 0.0, 0.0], [0.0, 0.0, 0.0], [0.0, 0.0, 0.0], [0.0, 0.0, 0.0], [0.0, 0.0, 0.0], [0.1, 0.2, -0.1], [-0.1, -0.1, 0.1], [0.0, 0.0, 0.0], [0.1, 0.1, 0.0], [0.0, 0.0, -0.1], [-0.2, -0.2, 0.1], [0.0, 0.0, 0.0], [0.0, 0.0, 0.0], [0.0, 0.0, 0.0], [0.0, -0.1, 0.0], [0.0, 0.3, -0.4]],
  "lowdin_charge": [-0.152, -0.420, -0.792, 0.840, 0.179, -0.238, -0.319, -0.093, -0.099, -0.098, -0.296, -0.061, -0.028, 0.059, 0.051, 0.045, 0.092, 0.054, 0.002, -0.090, -0.092, 0.031, 0.056, 0.065, 0.098, 0.102, 0.068, 0.074, 0.066, 0.113, 0.070, -0.150, -0.078, -0.092, -0.079, -0.154, 0.107, 0.097, 0.100, 0.097, 0.105, 0.057, -0.172, -0.094, -0.095, -0.067, -0.178, 0.095, 0.092, 0.099, 0.103, -0.080],
  "molar_mass_g_mol": 461.3,
  "lumo_energy_ev": 2.58,
  "max_force_ha_per_bohr": 0.036,
  "total_energy_ev": -39893.7517,
  "total_charge": -1,
  "homo_ev": -4.63,
  "relative_energy_kj_mol": 0.00
}